(1)
{"formula": "C19H27BF6O17PS", "method": "wB97M-V/def2-TZVPD", "species": ["C", "C", "P", "B", "S", "O", "O", "F", "C", "C", "H", "H", "H", "H", "H", "H", "H", "H", "H", "H", "H", "H", "C", "C", "O", "C", "O", "O", "F", "H", "H", "H", "C", "C", "O", "C", "O", "O", "F", "H", "H", "H", "C", "C", "O", "C", "O", "O", "F", "H", "H", "H", "C", "C", "O", "C", "O", "O", "F", "H", "H", "H", "C", "C", "O", "C", "O", "O", "F", "H", "H", "H"], "positions_angstrom": [[-4.518, -1.320, 0.309], [-3.686, -1.079, -0.950], [-4.369, -2.114, -2.332], [-6.169, -1.583, -2.797], [-7.299, -3.163, -2.987], [-8.096, -3.129, -4.185], [-6.605, -4.406, -2.827], [-8.313, -3.139, -1.733], [-3.227, -1.924, -3.771], [-1.840, -2.423, -3.368], [-3.998, -1.958, 1.016], [-5.477, -1.789, 0.116], [-4.720, -0.380, 0.811], [-2.697, -1.469, -0.760], [-3.635, -0.016, -1.152], [-6.286, -1.004, -3.844], [-6.693, -0.933, -1.925], [-3.189, -0.925, -4.202], [-3.625, -2.573, -4.543], [-1.113, -2.089, -4.105], [-1.588, -2.077, -2.376], [-1.830, -3.506, -3.378], [-1.575, 0.811, 3.356], [-0.701, 0.727, 2.124], [-1.648, 0.761, 1.074], [-2.739, 1.446, 1.527], [-3.600, 1.874, 0.840], [-2.692, 1.578, 2.876], [-0.008, -0.438, 2.067], [-1.916, -0.171, 3.671], [-1.095, 1.308, 4.191], [-0.004, 1.557, 2.004], [2.858, -2.931, -0.539], [1.541, -3.407, -1.109], [1.217, -2.368, -2.021], [2.376, -1.815, -2.438], [2.488, -1.087, -3.371], [3.405, -2.188, -1.638], [0.585, -3.490, -0.163], [2.703, -2.264, 0.310], [3.524, -3.739, -0.250], [1.590, -4.353, -1.651], [2.441, -0.194, 7.316], [2.424, 0.913, 6.286], [1.514, 0.412, 5.322], [0.645, -0.420, 5.968], [-0.377, -0.802, 5.515], [1.119, -0.731, 7.199], [3.634, 1.093, 5.708], [3.171, -0.963, 7.060], [2.626, 0.159, 8.326], [2.062, 1.873, 6.656], [4.010, 1.581, -3.169], [5.298, 1.870, -3.900], [5.730, 3.084, -3.299], [5.227, 3.115, -2.034], [5.585, 3.860, -1.183], [4.269, 2.177, -1.883], [5.109, 2.077, -5.224], [3.163, 2.085, -3.636], [3.783, 0.520, -3.072], [6.072, 1.113, -3.770], [3.220, 3.707, -0.294], [1.900, 3.137, 0.174], [1.752, 3.728, 1.456], [2.421, 4.918, 1.440], [2.302, 5.769, 2.253], [3.237, 4.983, 0.360], [1.944, 1.792, 0.313], [4.060, 3.106, 0.054], [3.282, 3.823, -1.372], [1.043, 3.402, -0.446]], "forces_ev_per_a": [[-0.08, 0.13, 0.24], [-0.54, -0.11, -0.39], [0.01, -1.36, 0.45], [-0.29, 0.71, 0.25], [1.16, -0.14, -1.15], [-0.84, 0.55, 0.18], [0.32, -0.60, 0.60], [-0.33, 0.18, 0.03], [-0.14, 0.18, 0.38], [-0.31, 0.13, -0.64], [0.14, -0.21, 0.11], [-0.19, -0.05, -0.16], [-0.13, 0.16, 0.12], [0.42, 0.19, -0.07], [0.14, 0.26, -0.14], [-0.02, -0.16, -0.17], [0.06, -0.06, 0.07], [0.05, 0.27, 0.06], [-0.22, -0.11, -0.21], [0.38, 0.12, 0.10], [0.37, 0.10, 0.10], [0.00, -0.29, 0.20], [-0.17, 0.13, 0.07], [-0.19, -0.17, -0.02], [0.15, 0.31, 0.12], [-0.21, -0.05, -0.04], [0.02, 0.12, -0.04], [0.33, -0.14, -0.05], [0.01, -0.02, -0.07], [0.06, -0.10, -0.08], [-0.12, 0.18, -0.01], [0.13, -0.08, 0.03], [0.20, -0.06, 0.09], [-0.22, 0.18, 0.20], [0.27, -0.23, -0.21], [-0.20, 0.13, 0.17], [0.02, -0.03, -0.04], [-0.04, -0.09, 0.02], [-0.01, 0.05, -0.05], [-0.15, 0.00, -0.01], [0.11, 0.03, -0.17], [-0.08, -0.04, 0.03], [-0.01, -0.05, 0.22], [0.06, -0.14, -0.19], [-0.13, 0.18, 0.23], [0.05, -0.12, -0.03], [0.05, -0.10, 0.07], [0.12, 0.11, -0.06], [-0.01, -0.03, -0.04], [0.05, 0.06, -0.11], [-0.19, -0.03, 0.04], [0.09, 0.07, -0.03], [-0.05, -0.32, 0.05], [-0.11, 0.20, -0.16], [0.06, -0.20, 0.24], [0.66, -0.11, -0.47], [0.66, 0.08, -0.38], [0.55, -0.88, -0.83], [0.01, 0.06, 0.07], [0.05, 0.07, -0.11], [0.08, 0.19, 0.15], [0.02, -0.01, -0.10], [-0.64, 0.38, 0.46], [0.18, 0.21, 0.07], [-0.23, 0.10, -0.16], [0.35, -0.01, -0.26], [-0.05, 0.06, 0.22], [-0.31, -0.13, 0.22], [-0.02, -0.21, 0.09], [-0.54, 0.18, 0.21], [-0.54, 0.56, 0.65], [-0.10, -0.14, 0.01]], "max_force_ev_per_a": 1.64, "e_lumo_ev": 1.448, "orbital_gap_ev": 4.89, "multiplicity": 1, "e_homo_ev": -3.45, "charge": -1}

(2)
{"formula": "C25H57ClIN2O10P2", "method": "wB97M-V/def2-TZVPD", "species": ["C", "C", "C", "C", "I", "N", "P", "O", "O", "O", "C", "C", "P", "O", "O", "O", "N", "C", "C", "C", "Cl", "H", "H", "H", "H", "H", "H", "H", "H", "H", "H", "H", "H", "H", "H", "H", "H", "H", "C", "C", "O", "C", "C", "H", "H", "H", "H", "H", "H", "H", "H", "H", "H", "C", "C", "O", "C", "C", "H", "H", "H", "H", "H", "H", "H", "H", "H", "H", "C", "C", "O", "C", "C", "H", "H", "H", "H", "H", "H", "H", "H", "H", "H", "C", "C", "O", "C", "C", "H", "H", "H", "H", "H", "H", "H", "H", "H", "H"], "positions_angstrom": [[-4.646, -0.631, 0.548], [-3.802, 0.329, -0.337], [-2.365, -0.054, -0.363], [-1.395, 0.340, 0.515], [-1.676, 1.548, 2.154], [-0.202, -0.251, 0.085], [1.260, 0.025, 0.982], [1.162, -0.600, 2.282], [1.410, 1.595, 1.143], [2.514, -0.487, 0.180], [-0.454, -0.984, -1.019], [0.572, -1.728, -1.791], [1.325, -0.683, -3.095], [1.339, -1.341, -4.397], [2.799, -0.288, -2.618], [0.484, 0.661, -3.051], [-1.755, -0.895, -1.288], [-2.538, -1.510, -2.375], [-2.189, -2.962, -2.698], [-1.364, -3.084, -3.984], [-0.379, -4.546, -3.985], [-5.184, -0.066, 1.296], [-3.984, -1.337, 1.037], [-5.334, -1.207, -0.058], [-3.902, 1.361, -0.034], [-4.170, 0.249, -1.354], [1.670, 1.982, 0.293], [2.882, 0.132, -0.473], [1.381, -1.966, -1.107], [0.231, -2.664, -2.213], [3.307, -1.090, -2.438], [0.911, 1.307, -3.636], [-2.480, -0.867, -3.249], [-3.572, -1.489, -2.065], [-3.104, -3.516, -2.865], [-1.664, -3.434, -1.876], [-0.718, -2.222, -4.107], [-2.015, -3.083, -4.850], [-4.121, -1.944, 7.671], [-4.634, -1.237, 6.429], [-3.618, -0.601, 5.670], [-2.617, -1.452, 5.146], [-3.147, -2.491, 4.170], [-3.506, -1.269, 8.267], [-4.957, -2.287, 8.280], [-3.514, -2.816, 7.423], [-5.316, -0.439, 6.719], [-5.206, -1.929, 5.800], [-2.054, -1.933, 5.952], [-1.920, -0.794, 4.626], [-3.767, -3.238, 4.666], [-2.317, -3.014, 3.693], [-3.756, -2.012, 3.401], [7.426, 1.708, 0.986], [6.569, 2.342, -0.095], [5.184, 2.365, 0.217], [4.816, 3.110, 1.370], [5.151, 4.587, 1.276], [7.036, 0.727, 1.258], [8.450, 1.593, 0.632], [7.456, 2.316, 1.891], [6.649, 1.759, -1.013], [6.925, 3.350, -0.330], [5.250, 2.669, 2.272], [3.734, 2.990, 1.455], [6.227, 4.760, 1.296], [4.714, 5.124, 2.118], [4.765, 5.011, 0.347], [4.212, 4.978, 6.953], [4.590, 4.743, 5.501], [4.622, 3.376, 5.130], [3.396, 2.678, 5.240], [2.300, 3.233, 4.347], [4.836, 4.373, 7.612], [4.343, 6.029, 7.210], [3.171, 4.717, 7.150], [5.601, 5.112, 5.325], [3.927, 5.307, 4.834], [3.062, 2.639, 6.283], [3.620, 1.653, 4.944], [1.973, 4.221, 4.673], [1.431, 2.573, 4.363], [2.655, 3.324, 3.319], [-1.755, -2.789, -9.267], [-2.646, -3.081, -8.072], [-3.682, -2.135, -7.877], [-4.622, -2.029, -8.935], [-5.390, -3.311, -9.206], [-1.391, -1.762, -9.230], [-0.901, -3.466, -9.273], [-2.287, -2.920, -10.209], [-2.047, -3.041, -7.160], [-3.057, -4.094, -8.135], [-4.132, -1.673, -9.847], [-5.316, -1.247, -8.625], [-4.749, -4.091, -9.619], [-6.188, -3.124, -9.924], [-5.831, -3.695, -8.284]], "forces_ev_per_a": [[0.53, 0.26, -0.23], [-0.23, -1.02, -0.45], [0.61, 0.70, 0.88], [-0.54, -0.17, -0.57], [-0.10, -0.12, 0.02], [0.21, 0.45, -0.32], [1.19, -0.12, 2.56], [-0.54, -0.44, -0.05], [-0.12, -0.38, -1.44], [-0.59, 0.29, -0.72], [-0.16, -0.41, 0.06], [0.35, 0.82, 0.46], [-0.04, -1.12, -1.40], [-0.07, -0.14, -0.01], [-0.37, 0.35, 0.77], [0.59, 0.28, 0.57], [-0.32, 0.16, 0.12], [-0.06, -0.36, -0.17], [0.25, -0.02, -0.63], [-0.30, 0.57, 0.17], [0.11, -0.15, -0.05], [-0.20, -0.06, 0.17], [-0.02, -0.10, 0.30], [-0.26, -0.01, -0.03], [0.10, 0.21, 0.14], [-0.14, 0.39, -0.15], [0.01, 0.63, 0.21], [0.22, -0.12, -0.06], [0.05, -0.19, 0.08], [-0.12, 0.03, -0.20], [0.38, 0.02, -0.26], [-0.32, 0.22, -0.09], [0.18, 0.07, -0.17], [-0.10, 0.13, 0.28], [-0.21, -0.10, 0.27], [-0.06, -0.09, 0.25], [0.31, -0.12, -0.12], [-0.11, -0.23, -0.14], [0.14, -0.06, -0.09], [-0.08, -0.04, 0.12], [0.00, 0.15, -0.09], [0.06, -0.06, -0.07], [-0.08, -0.05, 0.07], [-0.05, 0.03, 0.03], [-0.02, 0.02, 0.01], [-0.04, -0.03, 0.01], [0.04, 0.06, -0.04], [0.02, -0.03, 0.01], [-0.02, -0.04, 0.00], [0.01, 0.07, 0.03], [0.03, -0.03, -0.01], [0.02, 0.01, 0.00], [0.02, 0.03, -0.02], [-0.10, 0.08, 0.12], [0.18, -0.04, 0.02], [-0.36, -0.18, -0.19], [0.06, 0.09, 0.11], [0.12, -0.04, -0.07], [0.03, -0.03, -0.04], [0.01, -0.01, -0.02], [0.04, 0.01, -0.01], [-0.08, 0.00, -0.02], [0.00, 0.01, 0.03], [0.01, 0.04, 0.01], [0.01, -0.06, -0.04], [0.00, 0.01, 0.06], [-0.01, -0.02, 0.02], [-0.05, 0.01, 0.02], [-0.12, -0.12, -0.01], [0.03, 0.12, 0.07], [0.11, -0.06, -0.11], [-0.06, -0.09, -0.04], [-0.05, 0.18, 0.05], [0.05, 0.03, 0.00], [0.02, 0.01, -0.01], [-0.01, 0.05, 0.00], [0.03, -0.06, -0.03], [-0.03, 0.00, 0.02], [-0.02, 0.04, -0.01], [0.07, 0.00, 0.00], [-0.04, -0.02, 0.02], [0.02, -0.04, -0.01], [-0.02, -0.06, 0.02], [-0.13, 0.06, -0.09], [0.10, -0.07, -0.02], [0.02, 0.07, 0.17], [-0.12, 0.01, -0.09], [0.15, -0.09, 0.03], [0.04, -0.01, 0.04], [0.01, 0.00, 0.02], [0.02, -0.05, -0.01], [-0.02, 0.03, 0.01], [0.00, 0.00, -0.04], [0.01, -0.03, -0.01], [0.04, 0.02, 0.06], [-0.02, 0.01, -0.05], [-0.01, 0.02, 0.00], [-0.05, 0.03, 0.00]], "max_force_ev_per_a": 2.82, "e_lumo_ev": -2.864, "orbital_gap_ev": 8.45, "multiplicity": 1, "e_homo_ev": -11.31, "charge": 1}

(3)
{"formula": "C4H6O6", "method": "wB97M-V/def2-TZVPD", "species": ["O", "C", "O", "C", "O", "O", "C", "O", "C", "O", "H", "H", "H", "H", "H", "H"], "positions_angstrom": [[-1.773, -1.283, -0.700], [-1.268, -0.233, -0.561], [-1.408, 0.890, -1.276], [-0.326, 0.171, 0.693], [-0.707, 1.380, 1.224], [-0.420, -0.877, 1.659], [0.977, 0.225, -0.120], [1.314, 1.496, -0.579], [1.687, -0.853, -0.512], [1.480, -2.170, -0.300], [-2.098, 0.811, -2.006], [-1.239, 1.886, 0.709], [-0.636, -0.504, 2.485], [1.221, 2.142, 0.110], [2.486, -0.722, -1.133], [0.710, -2.359, 0.308]], "forces_ev_per_a": [[-0.66, -1.47, -0.92], [0.60, 1.79, 2.87], [-1.60, 0.30, -1.84], [-1.10, -1.66, -2.33], [2.94, -1.89, 3.52], [0.96, 0.19, -2.61], [0.84, -0.17, 1.19], [0.23, -1.20, -0.77], [-2.17, 0.67, 1.40], [-1.40, -0.52, 1.10], [1.26, -0.26, 1.21], [-2.48, 1.95, -2.79], [-0.40, 0.89, 1.56], [-0.14, 0.27, 0.74], [2.07, 0.53, -1.51], [1.07, 0.58, -0.83]], "max_force_ev_per_a": 4.96, "e_lumo_ev": 0.333, "orbital_gap_ev": 8.61, "relative_energy_ev": 0.301, "smiles": "O=C(O)C(O)(O)/C(O)=C\\O", "multiplicity": 1, "e_homo_ev": -8.28}

(4)
{"formula": "C4H2N2S2", "method": "wB97M-V/def2-TZVPD", "species": ["N", "C", "S", "C", "C", "S", "C", "N", "H", "H"], "positions_angstrom": [[0.104, -1.470, -3.250], [-0.673, -1.218, -2.348], [-2.019, -0.723, -1.200], [-1.227, 0.077, -0.019], [-0.234, -0.445, 0.845], [0.573, 0.443, 2.221], [2.015, 1.429, 1.605], [2.786, 2.246, 1.136], [-1.402, 1.159, 0.156], [0.076, -1.499, 0.855]], "forces_ev_per_a": [[-4.21, 1.26, 5.07], [2.41, -0.54, -3.39], [-0.16, -2.54, -4.18], [5.24, 1.69, 5.67], [-1.53, 0.79, -1.78], [1.26, 1.15, -0.91], [1.47, 3.01, -2.46], [-3.95, -4.58, 2.70], [-0.27, -0.69, -0.32], [-0.28, 0.46, -0.40]], "max_force_ev_per_a": 7.90, "e_lumo_ev": -1.579, "orbital_gap_ev": 8.68, "relative_energy_ev": 2.443, "smiles": "N#CS/C=C/SC#N", "multiplicity": 1, "e_homo_ev": -10.26}

(5)
{"formula": "C2H5F2N", "method": "wB97M-V/def2-TZVPD", "species": ["C", "C", "N", "F", "F", "H", "H", "H", "H", "H"], "positions_angstrom": [[-0.743, 0.945, 0.063], [0.927, -0.959, -0.837], [-1.174, 1.704, 1.069], [1.765, -0.109, -1.159], [0.933, -0.926, 0.914], [-0.891, -0.052, 0.391], [-0.050, 1.354, -0.545], [-0.200, -0.990, -0.675], [1.182, -2.098, -0.903], [-1.749, 1.131, 1.683]], "forces_ev_per_a": [[-3.63, 1.82, 7.45], [-2.84, -7.04, 6.23], [0.77, -0.56, -3.12], [1.19, 2.27, -1.47], [0.54, -0.30, -3.01], [-0.23, -0.96, -1.18], [1.89, 1.02, -2.47], [1.69, 1.46, -2.06], [0.55, 2.31, -0.44], [0.08, -0.03, 0.07]], "max_force_ev_per_a": 9.82, "e_lumo_ev": 0.489, "orbital_gap_ev": 10.50, "relative_energy_ev": 4.809, "multiplicity": 1, "e_homo_ev": -10.01}

(6)
{"formula": "C19H9Cl5NSbSe4TeTi", "method": "wB97M-V/def2-TZVPD", "species": ["Ti", "Cl", "C", "C", "C", "Cl", "C", "Cl", "C", "Cl", "C", "Cl", "Se", "Sb", "Se", "Se", "Se", "Te", "C", "C", "C", "C", "C", "C", "H", "H", "H", "H", "H", "N", "C", "C", "C", "C", "C", "C", "C", "H", "H", "H", "H"], "positions_angstrom": [[0.175, 0.302, -0.639], [0.183, 0.860, 3.004], [-0.046, 2.275, 2.022], [-0.063, 2.120, 0.648], [-0.250, 3.267, -0.104], [-0.289, 3.048, -1.823], [-0.413, 4.528, 0.450], [-0.633, 5.921, -0.546], [-0.393, 4.649, 1.840], [-0.592, 6.203, 2.572], [-0.211, 3.517, 2.630], [-0.191, 3.673, 4.354], [-2.712, -2.808, -3.129], [-1.944, -0.537, -2.977], [0.634, -0.439, -2.894], [-2.240, 0.298, -0.580], [-2.641, 1.180, -4.496], [2.760, 1.480, -0.246], [4.164, 0.131, -1.108], [5.490, 0.567, -1.204], [6.489, -0.256, -1.700], [6.190, -1.547, -2.115], [4.879, -1.990, -2.029], [3.879, -1.164, -1.533], [5.744, 1.571, -0.883], [7.506, 0.115, -1.760], [6.968, -2.196, -2.497], [4.619, -2.993, -2.349], [2.867, -1.545, -1.483], [1.637, -6.719, 1.674], [1.375, -5.640, 1.370], [1.053, -4.292, 1.003], [-0.227, -3.981, 0.542], [-0.536, -2.680, 0.181], [0.408, -1.646, 0.264], [1.674, -1.993, 0.756], [2.015, -3.289, 1.110], [-0.968, -4.764, 0.444], [-1.526, -2.476, -0.206], [2.432, -1.225, 0.867], [3.010, -3.524, 1.466]], "forces_ev_per_a": [[0.30, -0.33, 0.57], [0.01, -0.02, 0.00], [-0.03, 0.03, 0.00], [0.10, -0.30, -0.30], [-0.03, 0.18, -0.12], [-0.04, 0.20, -0.07], [-0.01, 0.02, 0.15], [0.00, -0.01, -0.01], [0.00, 0.02, -0.09], [0.00, 0.01, 0.02], [0.00, -0.01, 0.05], [0.00, -0.02, 0.00], [-0.01, -0.05, 0.00], [0.12, -0.04, -0.09], [-0.13, 0.14, -0.05], [-0.20, 0.09, 0.05], [-0.07, 0.04, -0.05], [-0.29, -0.45, -0.11], [0.19, 0.18, 0.07], [-0.01, 0.05, 0.01], [0.04, 0.01, 0.00], [-0.01, -0.03, 0.00], [0.01, -0.05, -0.02], [-0.10, 0.01, -0.04], [-0.02, 0.00, 0.00], [0.00, -0.01, 0.00], [-0.01, 0.00, -0.01], [0.01, 0.00, -0.01], [0.01, 0.02, -0.03], [0.00, 0.01, 0.00], [0.05, -0.13, 0.04], [-0.03, 0.05, -0.04], [0.04, 0.03, 0.00], [0.00, 0.08, -0.05], [0.18, 0.25, -0.13], [0.20, 0.13, 0.19], [-0.23, -0.01, 0.05], [-0.01, -0.01, 0.01], [0.00, -0.03, 0.00], [-0.05, -0.07, -0.01], [0.01, 0.00, 0.01]], "max_force_ev_per_a": 0.72, "e_lumo_ev": 3.762, "orbital_gap_ev": 6.38, "relative_energy_ev": 0.000, "multiplicity": 1, "e_homo_ev": -2.62, "charge": -2}